45
Properties=species:S:1:pos:R:3:forces:R:3:nbo_charge:R:1 method="wB97M-V/def2-TZVPD" orbital_gap_ha=0.2362 relative_energy_kj_mol=21.1 homo_ev=-6.62
K 0.835 0.769 0.620 0.523 -0.445 -0.140 0.912
C -2.778 -2.739 0.885 0.033 -0.014 0.001 -0.256
C -1.984 -1.627 1.101 -0.044 -0.032 -0.125 0.036
N -0.694 -1.578 0.763 -0.139 0.046 0.183 -0.478
C -0.156 -2.659 0.210 0.061 0.031 -0.031 0.057
C -0.874 -3.820 -0.088 0.137 0.049 -0.006 -0.104
C -2.212 -3.851 0.277 -0.059 0.023 0.044 -0.151
C -0.189 -4.959 -0.729 0.072 -0.036 -0.109 -0.194
C 0.692 -4.876 -1.727 -0.028 -0.043 0.073 -0.176
C 1.081 -3.650 -2.458 -0.018 0.070 -0.010 0.186
C 0.150 -2.741 -2.955 0.033 -0.032 0.019 -0.303
C 0.652 -1.630 -3.605 0.029 -0.017 0.015 0.065
N 1.957 -1.409 -3.743 -0.091 0.033 -0.044 -0.440
C 2.757 -2.342 -3.242 0.084 -0.057 0.031 0.284
N 2.388 -3.465 -2.633 -0.032 0.020 -0.008 -0.436
H -3.817 -2.730 1.184 -0.003 -0.024 -0.005 0.223
H -2.398 -0.735 1.561 0.000 -0.007 -0.007 0.187
H 0.906 -2.605 -0.006 0.013 -0.004 -0.009 0.223
H -2.812 -4.733 0.085 0.023 -0.016 -0.007 0.221
H -0.380 -5.942 -0.313 -0.064 0.026 0.040 0.219
H 1.228 -5.769 -2.025 -0.026 -0.009 -0.039 0.231
H -0.914 -2.901 -2.848 -0.009 -0.015 0.020 0.223
H -0.017 -0.889 -4.030 0.019 0.013 -0.013 0.191
H 3.823 -2.175 -3.338 -0.023 0.006 0.002 0.195
O -0.621 2.686 0.951 -0.536 0.431 0.145 -1.044
S -1.965 3.058 1.519 0.102 -0.079 0.010 1.225
C -1.602 4.019 3.027 0.073 0.049 0.035 -0.606
C -2.093 5.449 2.819 -0.014 0.004 0.097 -0.410
C -1.916 5.739 1.333 0.038 -0.011 -0.050 -0.414
C -2.522 4.532 0.630 -0.081 0.047 -0.098 -0.605
H -0.512 3.975 3.078 -0.006 -0.018 -0.008 0.252
H -2.012 3.511 3.897 -0.064 0.020 -0.015 0.240
H -1.535 6.137 3.455 0.009 0.021 -0.035 0.234
H -3.146 5.537 3.096 -0.003 -0.020 -0.018 0.207
H -0.856 5.816 1.083 0.000 -0.002 0.015 0.222
H -2.400 6.665 1.025 -0.010 0.001 0.009 0.230
H -2.226 4.389 -0.408 0.030 0.023 0.008 0.256
H -3.614 4.537 0.682 0.006 0.013 0.040 0.228
F 3.721 -1.071 -0.776 -0.009 0.000 0.019 -0.425
C 3.476 -0.205 0.323 0.061 0.006 0.004 0.079
F 4.109 -0.868 1.398 -0.040 0.007 -0.030 -0.413
C 4.408 0.967 0.047 -0.045 0.007 -0.006 0.871
F 5.713 0.684 -0.148 -0.092 0.063 0.002 -0.336
F 3.991 1.643 -1.057 0.063 -0.053 0.106 -0.351
F 4.357 1.853 1.078 0.029 -0.074 -0.105 -0.352

---

40
Properties=species:S:1:pos:R:3:forces:R:3:nbo_charge:R:1 method="wB97M-V/def2-TZVPD" orbital_gap_ha=0.2748 charge=+1 homo_ev=-11.57
Sn 2.152 -0.376 0.228 3.994 0.728 0.089 1.463
S 4.563 -0.332 0.228 1.284 2.460 -0.011 -0.243
C 5.117 1.582 0.228 -1.683 -1.273 -0.006 -0.069
C 6.471 1.951 0.228 -0.521 -0.108 -0.002 -0.238
C 6.826 3.303 0.228 -0.855 -0.003 0.001 -0.182
C 5.832 4.298 0.228 0.016 -0.891 -0.002 -0.188
C 4.480 3.942 0.228 -0.339 -0.497 0.002 -0.230
C 4.110 2.588 0.228 -0.816 -1.932 0.013 -0.085
S 2.196 2.034 0.228 1.678 0.872 0.003 -0.195
H 7.236 1.183 0.228 -0.066 0.052 0.000 0.241
H 7.871 3.587 0.228 -0.042 -0.063 0.001 0.234
H 6.116 5.342 0.228 -0.082 -0.039 0.000 0.235
H 3.712 4.707 0.228 0.060 -0.036 0.000 0.238
C -3.548 -3.092 0.422 -0.320 -0.321 0.316 -0.430
N -2.560 -2.450 -0.460 1.144 0.776 -0.026 -0.198
N -2.049 -1.211 0.036 2.216 -0.375 -0.014 -0.230
C -0.652 -1.231 -0.035 -2.731 -5.310 -1.972 0.654
O 0.178 -0.376 0.228 -0.832 3.801 1.072 -0.767
C -0.279 -2.542 -0.608 -1.011 1.949 0.839 -0.399
C -1.430 -3.190 -0.832 -0.670 -0.821 -0.099 0.288
C -1.540 -4.568 -1.392 -0.342 -0.157 -0.011 -0.666
C -2.851 -0.047 0.135 -1.067 1.123 0.153 0.178
C -2.387 1.079 0.829 0.156 0.015 0.331 -0.248
C -3.177 2.227 0.949 -0.016 -0.464 -0.295 -0.183
C -4.440 2.270 0.366 0.027 -0.015 -0.012 -0.195
C -4.911 1.167 -0.340 0.470 -0.149 0.174 -0.185
C -4.122 0.018 -0.454 -0.009 -0.079 -0.196 -0.257
H -4.367 -2.418 0.688 0.330 0.092 -0.258 0.242
H -3.078 -3.435 1.351 0.019 0.063 -0.109 0.208
H -3.998 -3.955 -0.081 0.269 0.264 -0.084 0.237
H 0.734 -2.852 -0.785 -0.279 -0.206 -0.246 0.252
H -0.562 -4.957 -1.697 -0.185 0.269 0.164 0.250
H -2.190 -4.572 -2.272 0.004 -0.031 0.165 0.252
H -1.954 -5.258 -0.650 -0.015 0.039 -0.120 0.245
H -1.411 1.076 1.308 -0.231 -0.080 -0.116 0.231
H -2.800 3.085 1.500 -0.018 -0.208 -0.102 0.233
H -5.051 3.164 0.456 0.095 -0.165 -0.010 0.232
H -5.889 1.202 -0.813 0.199 -0.085 0.074 0.233
H -4.501 -0.813 -1.042 0.126 0.058 0.116 0.228
H 2.152 -2.127 0.228 0.045 0.747 0.180 -0.187

---

44
Properties=species:S:1:pos:R:3:forces:R:3:nbo_charge:R:1 method="wB97M-V/def2-TZVPD" orbital_gap_ha=0.3363 relative_energy_kj_mol=185.9 smiles="COc1ccc2c(c1)OC(=O)C[C@@H]2CC(=O)Nc1nc(CC(=O)NO)cs1" homo_ev=-8.81
O -4.616 6.065 -2.295 -1.030 0.779 -0.205 -0.648
O -1.752 -3.545 0.193 3.987 -0.034 -0.432 -0.555
O -0.919 0.559 2.559 0.128 0.196 -0.908 -0.600
N -3.081 2.513 -0.494 1.272 -1.355 1.655 -0.517
O 0.497 -3.713 -0.330 -1.459 0.162 0.357 -0.472
O -1.945 6.035 -2.584 1.018 -2.093 1.271 -0.540
O 5.119 -4.221 -0.984 0.751 0.353 -0.405 -0.508
S -3.333 2.412 2.120 0.772 -0.150 -1.520 0.476
C -4.075 5.088 -1.820 1.184 1.556 -1.721 0.631
C -0.553 -3.337 0.469 -4.204 0.147 0.940 0.784
C -0.687 0.480 1.359 -0.475 -0.318 1.428 0.692
C -2.560 1.957 0.607 -0.604 0.737 -1.060 0.228
C -4.362 3.421 1.170 -0.300 0.093 -0.115 -0.463
C -4.123 3.318 -0.168 -0.018 -0.989 1.676 0.134
C 4.363 -2.541 0.694 -0.472 -1.202 -1.870 -0.302
C 2.836 -3.937 -0.616 -0.292 0.464 0.321 -0.283
C 3.264 -1.945 1.298 0.915 -0.667 -0.137 -0.117
C 4.145 -3.537 -0.330 -0.984 0.798 1.358 0.320
C 1.761 -3.307 0.019 1.224 0.372 0.914 0.303
C 1.971 -2.321 1.001 -0.173 -0.225 -0.763 -0.131
N -2.710 5.039 -1.926 -0.809 -1.397 0.881 -0.341
N -1.487 1.099 0.421 0.664 -0.451 0.285 -0.617
C 6.127 -3.396 -1.593 0.195 -0.095 -0.415 -0.254
C -4.879 3.940 -1.249 -0.001 0.931 0.212 -0.512
C -0.319 -2.605 1.814 0.478 0.455 -1.130 -0.511
C 0.467 -0.364 0.808 -0.994 -0.427 0.508 -0.490
C 0.830 -1.608 1.650 -0.712 -0.100 0.725 -0.225
H -2.499 6.705 -2.958 -1.636 0.307 -0.069 0.497
H -5.094 4.047 1.648 -0.168 -0.038 0.061 0.245
H 5.368 -2.251 0.916 0.319 0.160 0.265 0.220
H 2.641 -4.737 -1.321 0.093 0.119 -0.037 0.242
H 3.428 -1.223 2.081 0.019 0.246 0.078 0.208
H -2.256 4.197 -1.517 0.441 1.342 -0.946 0.414
H -1.248 0.904 -0.538 -0.255 0.253 -0.199 0.421
H 5.679 -2.701 -2.341 0.228 -0.422 0.581 0.184
H 6.878 -4.032 -2.105 -0.767 0.078 0.322 0.203
H 6.676 -2.849 -0.831 -0.032 0.272 0.034 0.175
H -5.111 3.236 -2.055 0.011 0.081 0.173 0.258
H -5.800 4.367 -0.819 0.304 -0.057 -0.570 0.252
H -1.238 -2.117 2.176 0.207 -0.300 -0.632 0.258
H -0.060 -3.310 2.581 0.304 -0.612 0.230 0.243
H 0.183 -0.693 -0.192 0.380 0.103 -0.272 0.212
H 1.357 0.233 0.814 0.440 0.597 -0.489 0.247
H 1.117 -1.323 2.671 0.047 0.329 -0.383 0.239

---

39
Properties=species:S:1:pos:R:3:forces:R:3:nbo_charge:R:1 method="wB97M-V/def2-TZVPD" orbital_gap_ha="0.2990 / 0.2324" s2=6.01 relative_energy_kj_mol=128.8 spin_multiplicity=5 charge=+3 homo_ev="-17.51 / -17.50"
Rh -0.470 0.426 0.095 0.298 0.127 0.147 1.289
C 2.354 -2.840 -0.764 0.001 0.001 -0.001 -0.214
C 2.655 -3.309 0.503 -0.001 0.000 0.001 -0.079
C 2.130 -2.659 1.614 0.006 0.001 0.001 -0.187
C 1.309 -1.565 1.433 0.006 0.009 0.001 0.143
N 0.989 -1.131 0.186 -0.024 -0.008 0.024 -0.532
C 1.515 -1.748 -0.882 -0.005 -0.003 -0.003 0.070
C 0.803 -0.726 2.551 0.007 0.003 -0.005 0.264
C 1.085 -0.878 3.898 -0.006 -0.007 0.003 -0.202
C 0.622 0.094 4.778 -0.002 0.001 0.000 -0.092
C -0.065 1.209 4.313 -0.007 -0.004 0.002 -0.182
C -0.316 1.302 2.954 -0.018 -0.010 0.003 0.187
N 0.084 0.321 2.146 0.018 0.036 0.003 -0.513
C -0.923 2.453 2.237 0.011 0.003 0.000 0.161
C -1.367 3.596 2.867 0.006 0.004 0.001 -0.185
C -1.820 4.665 2.102 -0.002 0.000 0.000 -0.078
C -1.807 4.566 0.721 0.002 0.002 0.000 -0.212
C -1.361 3.391 0.146 -0.005 -0.005 0.002 0.072
N -0.943 2.351 0.881 -0.038 -0.019 0.019 -0.530
H 2.763 -3.302 -1.651 -0.001 -0.001 -0.001 0.270
H 3.307 -4.163 0.633 0.001 0.000 0.000 0.267
H 2.378 -2.998 2.610 0.001 0.001 0.000 0.255
H 1.260 -1.346 -1.854 -0.005 -0.004 -0.001 0.224
H 1.664 -1.713 4.265 0.000 -0.001 -0.001 0.257
H 0.829 -0.003 5.836 0.001 0.000 0.000 0.268
H -0.373 1.983 5.000 0.000 0.000 0.000 0.258
H -1.351 3.668 3.945 0.003 0.001 0.000 0.255
H -2.166 5.569 2.585 0.001 0.001 0.000 0.268
H -2.130 5.383 0.091 -0.001 0.000 0.000 0.271
H -1.330 3.274 -0.929 -0.005 -0.001 -0.001 0.225
C -6.304 -1.178 -4.703 0.016 0.001 -0.028 -0.893
Te -4.732 -2.216 -3.757 -0.280 -0.117 -0.150 1.138
C -5.857 -3.941 -3.306 0.020 -0.017 -0.017 -0.894
H -7.050 -0.939 -3.945 -0.002 -0.005 0.000 0.275
H -6.731 -1.841 -5.455 0.003 0.004 -0.006 0.279
H -5.906 -0.276 -5.159 0.000 0.004 0.006 0.272
H -6.321 -4.283 -4.231 0.004 -0.005 -0.001 0.279
H -6.623 -3.661 -2.583 -0.003 0.003 -0.004 0.275
H -5.194 -4.698 -2.900 -0.001 0.003 0.007 0.270

---

40
Properties=species:S:1:pos:R:3:forces:R:3:nbo_charge:R:1 method="wB97M-V/def2-TZVPD" orbital_gap_ha=0.3661 relative_energy_kj_mol=61.0 smiles="C[C@H](c1ccccc1)n1cc(C(=O)NCc2ccccn2)nn1" homo_ev=-9.27
C -3.873 2.065 1.195 0.062 0.063 -0.163 -0.605
H -4.956 2.016 1.117 -0.070 -0.025 -0.026 0.221
H -3.559 1.586 2.118 -0.034 -0.017 0.060 0.234
H -3.564 3.107 1.219 0.022 0.095 0.040 0.218
C -3.240 1.350 0.001 -0.711 -0.146 0.306 -0.075
N -1.800 1.396 0.115 0.965 0.306 -0.722 -0.160
C -0.899 1.531 -0.875 0.647 -0.039 0.287 -0.017
C 0.327 1.456 -0.239 -0.981 -0.002 -0.413 -0.046
N 0.085 1.275 1.082 0.695 0.012 -0.128 -0.239
N -1.175 1.239 1.277 -0.825 -0.044 0.964 -0.067
C 1.685 1.546 -0.807 0.158 0.084 0.202 0.644
O 1.898 1.650 -2.002 -0.100 -0.035 -0.233 -0.630
N 2.646 1.516 0.139 0.064 0.009 0.209 -0.592
H 2.357 1.365 1.094 -0.051 0.021 -0.048 0.420
C 4.054 1.531 -0.178 0.053 0.065 -0.224 -0.265
C 4.669 0.160 -0.052 -0.098 -0.017 -0.109 0.198
N 5.667 0.031 0.810 0.018 0.486 0.125 -0.430
C 6.226 -1.159 0.954 0.147 -0.422 0.002 0.039
C 5.818 -2.283 0.255 -0.009 0.058 0.008 -0.264
C 4.771 -2.149 -0.645 -0.007 0.104 0.024 -0.165
C 4.185 -0.906 -0.805 0.107 -0.067 0.056 -0.246
H 3.374 -0.750 -1.500 -0.101 0.027 -0.081 0.230
H 4.422 -2.999 -1.215 -0.022 -0.047 -0.039 0.217
H 6.305 -3.234 0.408 0.054 -0.062 0.034 0.219
H 7.039 -1.205 1.668 0.068 -0.108 0.036 0.192
H 4.135 1.879 -1.213 0.042 0.034 0.183 0.242
H 4.580 2.220 0.488 -0.023 -0.097 -0.115 0.222
H -1.156 1.667 -1.903 -0.094 0.025 -0.241 0.240
C -3.711 -0.088 -0.076 -0.010 0.023 -0.180 0.051
C -3.257 -1.022 0.847 0.000 -0.004 0.031 -0.244
C -3.701 -2.331 0.786 0.013 -0.009 0.043 -0.197
C -4.604 -2.715 -0.191 -0.056 -0.069 -0.043 -0.214
C -5.060 -1.787 -1.111 -0.076 -0.074 -0.043 -0.192
C -4.612 -0.478 -1.055 0.054 0.079 0.080 -0.245
H -4.969 0.243 -1.777 -0.023 0.083 -0.087 0.209
H -5.762 -2.081 -1.876 -0.055 -0.033 -0.064 0.214
H -4.950 -3.737 -0.237 -0.027 -0.084 -0.008 0.215
H -3.341 -3.052 1.505 0.032 -0.061 0.060 0.216
H -2.549 -0.721 1.606 0.038 -0.011 0.062 0.235
H -3.506 1.868 -0.927 0.133 -0.099 0.153 0.217

---

Sequential molar mass output: 445.5, 448.2, 391.4, 493.8, 307.4 g mol⁻¹
Sequential DFT total energy output: -2394.9256, -1853.1218, -1671.8734, -1199.7992, -1007.0422 hartree